No. 1
Molecular formula: C4H12
Method: DFT, the ωB97M-V functional and the def2-TZVPD basis

Summary:
- E_HOMO (spin up / spin down): -14.50 / -14.50 eV
- Gap between HOMO and LUMO (spin up / spin down): 10.836 / 3.061 eV
- LUMO (spin up / spin down): -3.67 / -11.44 eV

```
! wB97M-V def2-TZVPD RIJCOSX def2/J DEFGRID3
* xyz 1 2
H -0.89 2.17 -3.01
H 0.48 -0.03 -1.48
H 1.11 0.22 1.97
H -0.58 0.24 1.63
H 1.27 -2.13 2.35
C -0.05 0.23 -2.47
H 0.45 2.29 -2.07
H -1.06 1.65 -1.24
H 0.01 0.32 3.28
H 0.59 0.24 -3.33
H -0.80 -0.60 -2.55
H -0.07 -2.11 1.34
H -0.41 -2.18 3.06
C 0.24 -1.70 2.30
C -0.44 1.58 -2.12
C 0.17 -0.19 2.32
*
```

=====

No. 2
Molecular formula: C5H8O2
Method: DFT, the ωB97M-V functional and the def2-TZVPD basis

Summary:
- E_HOMO: -8.52 eV
- Gap between HOMO and LUMO: 9.315 eV
- LUMO: 0.79 eV

```
! wB97M-V def2-TZVPD RIJCOSX def2/J DEFGRID3
* xyz 0 1
O -0.32 -1.74 0.73
H -2.41 -0.52 -1.40
C 1.69 0.38 -0.93
H -3.37 -0.91 0.11
C -2.42 -0.54 -0.30
O 1.70 -0.08 1.45
C -1.58 0.46 0.49
H 1.31 -0.64 -1.08
H 2.26 1.71 0.73
C -1.18 -0.77 0.45
H -1.53 1.49 0.82
H 2.65 0.50 -1.46
H 1.01 1.11 -1.37
C 1.89 0.69 0.52
H 0.45 -1.34 1.18
*
```

=====

No. 3
Molecular formula: C2H8BaO2
Method: DFT, the ωB97M-V functional and the def2-TZVPD basis

Summary:
- E_HOMO: -18.24 eV
- Gap between HOMO and LUMO: 9.678 eV
- LUMO: -8.56 eV

```
! wB97M-V def2-TZVPD RIJCOSX def2/J DEFGRID3
* xyz 2 1
H -3.88 -0.93 -1.59
H -4.01 -0.90 0.02
O 2.68 0.15 0.17
H 3.40 -0.04 -0.42
H 2.09 1.32 1.58
C 3.07 1.00 1.22
H -2.74 -1.85 -0.81
H 3.57 0.40 1.98
H -2.63 0.95 -1.03
Ba 0.13 -1.15 -0.58
C -3.22 -0.88 -0.73
H 3.74 1.84 1.07
O -2.21 0.10 -0.88
*
```

=====

Record order is preserved below.
Energy above the lowest of the compared OMol25 structures with the same formula, charge and spin: 0.618; 3.240; 0.537 eV
Record order is preserved below.
DFT total energy: -4330.614; -9406.592; -6976.165 eV